Record 1
Entry from OMol25: C29H36HfN5S2Sb as an isolated structure (wB97M-V/def2-TZVPD).

Computed properties:
Highest occupied orbital energy ... -0.50980 Eh
Max |F| ... 0.0054 hartree/bohr
Electronic energy ... -67611.8498 eV
Kohn-Sham gap ... 6.90 eV
Charge ... +2
Energy relative to the best compared isomer or geometry (same formula, charge and spin) ... 0.0 kJ/mol

```
74
Properties=species:S:1:pos:R:3:forces:R:3:lowdin_charge:R:1
Hf 0.776 0.420 -0.932 0.22 0.10 -0.14 1.310
N 5.312 -0.377 -0.861 -0.04 -0.03 -0.02 0.131
C 4.057 0.011 -0.666 0.03 0.10 0.07 -0.788
S 2.884 -0.444 -1.902 -0.07 -0.03 0.16 0.665
N 3.789 0.694 0.426 -0.02 -0.03 -0.03 0.003
N 2.493 1.070 0.506 0.00 0.04 0.14 -0.157
C 2.176 1.845 1.487 0.01 -0.07 -0.09 -0.060
C 0.804 2.333 1.590 0.02 0.00 -0.01 -0.290
C 0.412 3.199 2.597 0.02 -0.01 -0.01 0.021
C -0.896 3.659 2.617 -0.03 -0.02 -0.04 0.007
C -1.776 3.249 1.625 0.03 0.01 0.03 -0.002
C -1.314 2.388 0.648 -0.02 -0.03 -0.04 -0.105
N -0.056 1.926 0.628 -0.01 0.00 -0.01 -0.053
H 5.574 -0.889 -1.686 0.01 0.00 0.00 0.109
H 6.018 -0.133 -0.184 0.00 0.00 0.00 0.129
H 2.930 2.156 2.203 0.01 -0.01 0.00 0.148
H 1.127 3.509 3.347 0.00 0.00 0.00 0.135
H -1.224 4.337 3.394 0.00 0.01 0.01 0.133
H -2.799 3.594 1.598 -0.01 0.00 0.00 0.128
H -1.964 2.056 -0.153 0.01 0.01 0.02 0.117
S -1.198 2.384 -4.623 0.01 0.03 0.01 1.222
C -0.546 3.721 -3.721 -0.02 -0.02 -0.01 -0.429
C -0.582 5.075 -4.037 0.00 0.01 0.01 -0.052
C 0.045 5.952 -3.176 0.00 -0.02 0.01 -0.046
C 0.704 5.489 -2.031 -0.01 0.00 -0.02 -0.047
C 0.737 4.145 -1.719 0.01 0.01 0.01 -0.023
C 0.091 3.253 -2.573 0.01 0.00 -0.01 -0.295
N 0.025 1.862 -2.437 -0.05 -0.09 -0.01 -0.071
C -0.611 1.291 -3.457 -0.05 0.03 0.00 -0.516
C -0.756 -0.165 -3.527 -0.04 0.02 0.04 -0.274
C -1.429 -0.772 -4.584 0.00 0.05 -0.01 -0.025
C -1.515 -2.153 -4.630 0.00 -0.02 0.01 -0.035
C -0.921 -2.913 -3.631 0.02 0.01 0.01 -0.041
C -0.258 -2.292 -2.578 0.01 0.01 0.00 -0.127
C -0.162 -0.903 -2.481 -0.05 -0.02 -0.01 -0.308
H -1.076 5.427 -4.931 0.00 0.01 -0.01 0.124
H 0.038 7.010 -3.396 0.00 0.01 0.00 0.121
H 1.207 6.197 -1.387 0.00 0.01 0.00 0.118
H 1.274 3.797 -0.846 0.00 0.00 0.00 0.099
H -1.878 -0.180 -5.372 -0.01 -0.01 -0.01 0.106
H -2.033 -2.636 -5.448 0.00 0.00 -0.01 0.122
H -0.968 -3.993 -3.678 -0.01 -0.01 0.00 0.119
H 0.207 -2.920 -1.827 0.01 -0.01 0.01 0.071
C 1.767 -3.592 0.567 -0.01 -0.02 -0.02 -0.147
C 0.293 -3.537 0.967 0.01 0.07 0.00 -0.544
C 0.014 -4.382 2.204 -0.03 -0.01 0.02 -0.119
Sb -0.305 -1.469 1.166 -0.01 -0.11 -0.02 1.517
C 0.175 -0.864 3.181 0.00 0.01 -0.05 -0.550
C -0.821 -1.396 4.207 0.02 0.02 0.00 -0.121
C 1.620 -1.221 3.523 -0.02 0.01 0.03 -0.132
C -2.465 -1.417 1.111 0.03 0.00 -0.06 -0.549
C -2.947 -1.079 -0.298 -0.01 0.00 0.03 -0.149
C -3.095 -2.712 1.613 0.01 0.03 0.04 -0.129
H 2.061 -4.629 0.393 0.00 -0.01 0.00 0.094
H 2.409 -3.202 1.360 0.00 0.00 0.00 0.073
H 1.980 -3.028 -0.344 0.00 0.00 -0.01 0.032
H -0.329 -3.898 0.143 0.02 0.01 0.00 0.078
H 0.603 -4.058 3.062 -0.01 0.00 -0.02 0.067
H 0.296 -5.416 1.994 0.00 -0.01 0.01 0.095
H -1.038 -4.381 2.485 0.01 -0.01 0.02 0.060
H 0.081 0.226 3.138 -0.01 -0.02 0.01 0.060
H -0.805 -2.484 4.262 0.01 -0.02 0.00 0.072
H -1.843 -1.079 3.994 -0.01 -0.01 0.01 0.068
H -0.559 -1.017 5.197 -0.01 0.00 0.01 0.092
H 1.755 -2.299 3.618 0.00 0.02 -0.01 0.067
H 1.890 -0.780 4.485 0.01 0.00 0.00 0.091
H 2.333 -0.859 2.779 0.02 0.01 -0.01 0.054
H -2.721 -0.601 1.794 0.00 0.01 -0.01 0.082
H -2.671 -1.856 -1.013 0.00 0.01 -0.01 0.074
H -2.536 -0.135 -0.673 -0.02 -0.02 0.00 0.037
H -4.036 -0.993 -0.308 -0.01 0.02 0.00 0.093
H -2.816 -3.560 0.986 0.00 -0.01 -0.01 0.081
H -4.183 -2.625 1.575 -0.01 0.00 0.00 0.093
H -2.819 -2.937 2.642 -0.01 -0.01 -0.01 0.063
```
Positions in Å, forces in eV/Å.



Record 2
Entry from OMol25: C29H36N2O6 in the gas phase at a distorted geometry (wB97M-V/def2-TZVPD).

Computed properties:
Highest occupied orbital energy ... -0.30515 Eh
Max |F| ... 0.0247 hartree/bohr
SMILES ... CCO[C@H]1OC(C(=O)N2CCN(Cc3ccc4c(c3)OCO4)CC2)=C[C@@H](c2ccccc2)[C@@H]1CCCO
Electronic energy ... -45921.6999 eV
Kohn-Sham gap ... 8.95 eV
Charge ... 0
Energy relative to the best compared isomer or geometry (same formula, charge and spin) ... 0.0 kJ/mol

```
73
Properties=species:S:1:pos:R:3:forces:R:3:lowdin_charge:R:1
C 3.464 0.150 -0.647 -0.44 0.17 -0.02 -0.047
C 2.195 0.778 -0.078 0.27 -0.06 0.17 -0.224
O 1.153 0.904 -1.040 -0.26 -0.14 -0.12 -0.065
C 0.424 -0.248 -1.286 0.07 0.03 -0.60 -0.324
O -0.276 -0.574 -0.096 -0.21 -0.03 0.22 0.014
C -1.215 -1.561 -0.240 0.20 -0.20 -0.29 -0.176
C -1.548 -2.243 1.059 -0.09 -0.11 -0.23 -0.389
O -1.434 -3.452 1.169 0.09 -0.15 -0.09 0.081
N -1.961 -1.454 2.071 -0.12 0.09 0.26 -0.041
C -2.159 -0.028 2.022 0.18 0.48 -0.09 -0.115
C -1.036 0.678 2.784 -0.25 -0.06 -0.14 -0.157
N -0.984 0.176 4.146 -0.11 0.01 0.05 -0.153
C -0.059 0.922 4.990 -0.01 -0.02 -0.04 -0.149
C 1.360 0.966 4.469 0.01 -0.06 0.11 -0.214
C 2.240 -0.076 4.722 -0.13 0.11 0.03 -0.045
C 3.525 -0.110 4.183 0.29 0.14 -0.23 0.019
C 3.896 0.944 3.387 -0.44 0.38 0.00 -0.209
C 3.026 2.006 3.140 0.28 -0.45 0.18 -0.209
C 1.757 2.037 3.660 0.31 0.08 -0.11 0.043
O 3.646 2.924 2.331 -0.51 -0.03 0.11 0.025
C 4.955 2.436 2.129 0.96 0.63 -0.54 -0.164
O 5.081 1.167 2.732 -0.16 -0.44 0.20 0.028
C -0.773 -1.260 4.162 -0.28 -0.12 -0.05 -0.163
C -1.928 -1.947 3.429 0.31 -0.33 0.26 -0.111
C -1.684 -1.966 -1.415 0.14 0.16 0.15 0.044
C -1.336 -1.296 -2.716 0.00 0.13 0.23 -0.209
C -2.615 -1.047 -3.479 -0.02 -0.12 -0.16 -0.215
C -2.826 -1.625 -4.725 -0.01 -0.02 0.11 -0.048
C -4.006 -1.406 -5.414 -0.06 -0.02 -0.09 -0.079
C -4.994 -0.610 -4.862 -0.07 0.00 -0.09 -0.091
C -4.800 -0.043 -3.614 -0.05 0.07 0.04 -0.075
C -3.621 -0.264 -2.926 0.04 0.00 -0.03 -0.033
C -0.543 -0.001 -2.456 0.54 -0.15 0.15 -0.184
C 0.242 0.484 -3.677 -0.31 0.21 0.09 -0.141
C -0.639 1.113 -4.757 0.43 0.01 -0.30 -0.164
C 0.190 1.791 -5.851 -0.43 0.22 0.34 -0.276
O 0.924 0.886 -6.640 0.31 -0.42 -0.14 -0.062
H 3.279 -0.867 -0.983 0.05 -0.11 -0.02 0.071
H 3.828 0.734 -1.489 0.08 0.04 -0.08 0.081
H 4.229 0.118 0.124 0.13 -0.03 0.10 0.067
H 2.389 1.804 0.243 0.00 -0.13 0.08 0.120
H 1.840 0.200 0.782 0.02 0.14 -0.01 0.114
H 1.084 -1.104 -1.533 -0.11 0.12 0.13 0.179
H -3.118 0.194 2.503 0.06 0.03 -0.08 0.132
H -2.187 0.320 0.991 -0.05 -0.01 0.05 0.121
H -0.092 0.513 2.240 -0.07 0.05 0.02 0.114
H -1.238 1.750 2.817 0.03 0.05 -0.04 0.129
H -0.450 1.940 5.072 0.05 -0.01 0.08 0.122
H -0.083 0.463 5.982 0.00 0.08 0.00 0.123
H 1.930 -0.886 5.365 -0.06 -0.09 0.07 0.111
H 4.200 -0.926 4.381 0.10 -0.11 0.03 0.119
H 1.097 2.863 3.457 -0.14 0.14 -0.03 0.128
H 5.682 3.132 2.581 -0.22 -0.18 -0.04 0.141
H 5.155 2.355 1.050 -0.10 -0.04 0.22 0.133
H 0.172 -1.547 3.670 -0.04 -0.04 0.05 0.128
H -0.747 -1.596 5.200 0.05 -0.03 0.01 0.125
H -2.875 -1.713 3.922 0.04 -0.03 0.00 0.130
H -1.782 -3.028 3.398 -0.06 0.13 0.04 0.123
H -2.388 -2.782 -1.448 -0.06 -0.16 0.12 0.137
H -0.710 -1.979 -3.305 -0.04 0.07 -0.02 0.153
H -2.059 -2.250 -5.162 0.10 -0.04 -0.03 0.117
H -4.152 -1.858 -6.383 -0.02 -0.04 -0.08 0.103
H -5.915 -0.437 -5.399 -0.08 0.01 -0.04 0.100
H -5.572 0.570 -3.172 -0.06 0.05 0.04 0.102
H -3.482 0.168 -1.946 0.02 0.05 0.12 0.116
H -1.223 0.793 -2.134 -0.03 -0.01 0.05 0.158
H 0.802 -0.360 -4.090 0.10 -0.06 0.00 0.123
H 0.959 1.232 -3.330 0.04 -0.04 -0.09 0.120
H -1.274 0.357 -5.219 -0.06 0.12 -0.04 0.103
H -1.286 1.866 -4.303 -0.10 0.04 0.05 0.125
H -0.474 2.306 -6.550 0.06 0.04 0.09 0.117
H 0.861 2.536 -5.399 -0.10 0.01 -0.04 0.117
H 1.530 0.404 -6.067 -0.01 0.03 -0.08 0.075
```
Positions in Å, forces in eV/Å.



Record 3
Entry from OMol25: C29H37FeGeN3 as an isolated structure at a distorted geometry (wB97M-V/def2-TZVPD).

Computed properties:
Highest occupied orbital energy (alpha / beta) ... -0.33231 / -0.37481 Eh
Max |F| ... 0.1032 hartree/bohr
Expectation value of S² ... 8.7780
Spin multiplicity ... 6
Electronic energy ... -126037.5071 eV
Kohn-Sham gap (alpha / beta) ... 5.54 / 6.39 eV
Charge ... +1
Energy relative to the best compared isomer or geometry (same formula, charge and spin) ... 313.2 kJ/mol

```
71
Properties=species:S:1:pos:R:3:forces:R:3:lowdin_spin:R:1
Fe -1.990 -1.248 -0.726 0.20 -2.14 0.00 3.587
C 4.632 -0.021 3.525 -0.85 -2.17 -1.45 0.000
C 4.387 1.123 2.593 -0.37 0.56 2.32 0.000
C 4.631 1.108 1.255 -0.85 0.24 -2.12 0.000
C 4.273 2.255 0.506 0.54 0.12 -0.94 0.000
C 4.573 2.317 -0.998 -0.52 1.03 0.89 0.000
C 3.819 3.419 1.117 -0.09 -1.50 0.72 0.000
C 3.546 3.412 2.492 0.92 -1.56 -0.27 0.000
C 3.072 4.636 3.115 0.05 0.97 0.18 0.000
C 3.818 2.255 3.223 0.16 -0.09 -1.22 0.000
H 5.127 0.175 4.441 0.41 0.69 0.80 0.000
H 5.215 -0.820 3.030 -0.16 0.30 0.13 0.000
H 3.651 -0.498 3.766 0.60 0.31 0.02 0.000
H 4.890 0.202 0.654 0.19 0.74 0.96 0.000
H 3.911 3.029 -1.540 0.26 -0.63 0.42 0.000
H 4.569 1.357 -1.472 -0.08 -0.56 -0.28 0.000
H 5.567 2.733 -1.056 0.49 0.04 -0.37 0.000
H 3.609 4.288 0.526 -0.05 0.37 -0.23 0.000
H 3.138 5.369 2.326 -0.56 0.74 0.12 0.000
H 3.718 4.976 3.911 0.29 0.01 0.32 0.000
H 2.086 4.540 3.535 -0.58 0.13 -0.01 0.000
H 3.562 2.167 4.274 0.15 0.25 0.00 0.000
C -5.195 -3.122 -2.300 -2.02 -3.20 -1.30 0.000
C -4.538 -4.301 -2.771 -0.91 0.09 -0.10 0.022
C -3.153 -4.387 -2.874 -0.45 -0.67 -1.33 0.002
C -2.406 -3.284 -2.588 -2.18 1.43 1.46 0.029
N -3.070 -2.252 -1.961 -0.46 -0.53 -1.96 0.076
C -4.418 -2.117 -1.916 2.25 1.20 0.58 0.033
C -0.958 -3.117 -2.653 0.69 -0.46 0.91 0.023
C -0.048 -3.796 -3.476 -0.01 1.36 1.56 0.003
C 1.299 -3.541 -3.196 -0.19 -0.07 -1.23 0.016
C 1.694 -2.689 -2.175 0.97 -0.48 -0.28 0.003
C 0.732 -2.112 -1.397 -0.51 0.14 -0.43 0.029
N -0.568 -2.306 -1.642 1.64 -0.71 -0.67 0.067
H -6.314 -3.057 -2.253 1.34 -0.13 -0.17 0.000
H -5.122 -5.151 -3.155 0.17 0.47 0.49 0.001
H -2.666 -5.262 -3.302 -0.29 0.04 0.12 0.000
H -4.809 -1.157 -1.570 0.28 -0.28 0.11 0.009
H -0.384 -4.423 -4.272 -0.03 -0.29 -0.38 0.000
H 2.024 -3.928 -3.907 0.12 -0.15 0.37 0.001
H 2.755 -2.472 -1.991 -0.58 -0.18 -0.12 0.000
H 0.995 -1.432 -0.611 -0.07 0.28 0.36 0.006
C -1.546 1.068 -4.098 0.64 -0.14 -0.63 0.006
Ge -1.366 1.807 -2.320 0.73 -0.31 0.78 0.107
C 0.504 2.275 -1.984 0.44 1.29 0.03 0.029
C -2.375 3.355 -1.828 -2.06 -0.04 0.51 0.019
C -1.822 0.445 -0.979 0.28 5.22 -0.93 0.649
H -1.586 1.785 -4.945 -0.10 -0.49 0.61 0.000
H -2.389 0.393 -4.084 -0.46 -0.01 -0.31 0.001
H -0.658 0.417 -4.236 -0.31 0.39 -0.04 0.000
H 1.051 2.777 -2.834 -0.62 -0.62 0.80 0.004
H 0.945 1.308 -1.763 0.60 0.11 0.21 0.003
H 0.545 2.980 -1.090 0.10 -1.09 -0.99 0.000
H -2.192 4.200 -2.463 -0.02 0.43 -0.48 0.003
H -2.220 3.702 -0.789 0.14 -0.46 -0.43 0.001
H -3.462 3.048 -1.909 0.97 0.66 0.05 0.002
H -2.071 1.080 -0.107 0.18 -0.14 -0.08 0.078
C -2.183 -0.501 5.284 0.36 -0.18 0.64 0.005
C -2.180 -0.925 3.882 1.00 -0.48 -0.99 0.023
C -3.025 -0.259 3.038 -2.07 1.18 0.95 0.001
C -3.046 -0.502 1.718 0.42 -0.79 -1.23 0.040
N -2.152 -1.337 1.144 -0.96 -0.68 2.41 0.070
C -1.352 -2.066 1.941 -0.65 0.28 -0.93 0.037
C -1.364 -1.884 3.292 1.11 -0.36 1.83 -0.001
H -1.343 -0.897 5.890 -0.66 0.26 -0.35 0.000
H -3.157 -0.803 5.675 0.18 0.13 0.50 0.002
H -2.155 0.587 5.209 0.07 -0.02 0.68 0.001
H -3.778 0.427 3.469 0.55 -0.31 -0.36 0.000
H -3.798 -0.110 1.054 0.07 0.49 -0.09 0.009
H -0.800 -2.812 1.384 0.47 -0.03 0.47 0.004
H -0.679 -2.422 3.964 -0.32 0.01 -0.62 0.000
```
Positions in Å, forces in eV/Å.